Formula: C45H59F8NO37
Source: the OMol25 dataset
Level of theory: ωB97M-V/def2-TZVPD

Last column: Mulliken charge in e.
Element x y z (Å)
C -0.695 -0.796 -2.014  -2.501
C -1.249 -0.754 -0.606  3.486
C -0.222 -1.342 0.353  -1.204
C 1.028 -0.474 0.721  1.007
C 0.482 0.850 1.338  -1.591
C -0.568 1.572 0.392  2.856
N -1.542 0.638 -0.145  0.788
O -2.481 1.294 -1.022  -0.413
C -1.308 2.702 1.112  -2.736
C 0.129 2.287 -0.723  -2.754
C -2.547 -1.559 -0.539  -2.874
H -0.852 0.056 -2.677  0.323
H -1.058 -1.649 -2.588  0.505
H 0.391 -0.870 -2.080  0.181
H -0.629 -1.507 1.350  0.415
H 0.046 -2.295 -0.103  -0.259
H 1.647 -0.404 -0.173  -0.368
H 1.673 -1.074 1.363  -0.327
H 1.337 1.474 1.597  0.715
H -0.128 0.630 2.214  0.177
H -0.631 3.478 1.469  0.468
H -2.033 3.300 0.561  0.590
H -1.877 2.275 1.938  0.425
H 0.937 2.903 -0.327  0.548
H 0.674 1.601 -1.371  0.176
H -0.589 2.859 -1.310  0.730
H -2.861 -1.477 0.502  0.535
H -2.526 -2.559 -0.972  0.589
H -3.374 -1.182 -1.141  0.694
H -1.968 1.506 -1.805  0.444
C -3.149 -5.307 3.531  -0.407
C -3.350 -4.042 2.753  0.268
O -2.833 -4.297 1.420  0.007
C -2.377 -5.541 1.393  0.474
O -1.999 -6.066 0.416  -0.573
O -2.493 -6.155 2.589  -0.383
H -4.206 -5.560 3.605  0.343
H -2.665 -5.224 4.504  0.250
H -2.791 -3.183 3.125  -0.341
H -4.348 -3.607 2.695  0.357
C 4.807 -0.984 -1.112  -0.047
C 6.192 -0.639 -1.756  -0.522
O 6.224 0.755 -1.468  -0.394
C 5.559 0.950 -0.235  0.450
O 5.810 1.833 0.630  -0.646
O 4.735 -0.003 -0.054  0.207
H 4.764 -1.946 -0.603  0.371
H 3.998 -0.802 -1.821  -0.002
H 6.308 -0.907 -2.806  0.346
H 7.039 -1.129 -1.276  0.314
C -6.504 -4.390 0.425  -0.247
C -6.010 -2.957 0.327  0.678
O -7.219 -2.324 -0.068  -0.411
C -8.286 -3.067 0.082  0.573
O -9.428 -2.631 -0.106  -0.568
O -7.913 -4.341 0.291  -0.352
H -6.183 -5.002 1.268  0.270
H -6.216 -4.862 -0.514  0.280
H -5.195 -3.010 -0.394  -0.083
H -5.603 -2.533 1.245  -0.104
C 1.295 -5.263 0.502  0.837
C 1.024 -6.405 -0.375  -0.093
O 2.382 -6.853 -0.597  -0.376
C 3.236 -6.063 0.028  0.530
O 4.438 -6.098 -0.295  -0.610
O 2.616 -5.324 0.953  -0.221
H 0.614 -5.272 1.353  -0.490
H 1.227 -4.223 0.180  -0.244
H 0.496 -6.207 -1.308  0.292
H 0.538 -7.227 0.151  0.275
C 0.326 -3.914 5.753  -0.726
C 1.800 -3.498 5.336  0.356
O 1.663 -3.057 4.064  -0.103
C 0.473 -3.459 3.576  -0.250
O 0.095 -3.304 2.474  0.301
O -0.328 -3.980 4.498  -0.191
F 2.452 -4.637 5.370  -0.322
H -0.127 -3.179 6.418  0.305
H 0.154 -4.890 6.207  0.308
H 2.411 -2.866 5.980  0.376
C 1.475 -0.383 -5.736  0.443
C 2.110 -1.739 -5.856  0.260
O 2.391 -1.723 -7.232  -0.360
C 1.569 -0.834 -7.892  0.544
O 1.423 -0.709 -9.095  -0.530
O 0.845 -0.192 -6.982  -0.203
F 1.263 -2.749 -5.552  -0.320
H 2.204 0.380 -5.464  -0.189
H 0.704 -0.411 -4.966  -0.283
H 3.025 -1.733 -5.263  0.432
C -2.269 2.053 4.951  -0.394
C -1.704 0.954 5.773  0.040
O -1.975 -0.176 4.933  -0.217
C -3.072 0.091 4.211  0.657
O -3.912 -0.668 3.794  -0.566
O -3.185 1.481 4.134  -0.308
F -2.486 0.810 6.837  -0.287
H -1.346 2.482 4.561  0.227
H -2.505 2.932 5.551  0.491
H -0.653 1.222 5.888  0.417
C 1.264 7.874 1.309  -0.537
C 1.224 6.538 0.685  0.517
O 0.494 6.815 -0.419  -0.231
C 0.567 8.108 -0.783  0.649
O 0.148 8.661 -1.778  -0.558
O 1.279 8.719 0.181  -0.377
F 0.658 5.818 1.600  -0.271
H 2.101 8.032 1.989  0.330
H 0.448 8.250 1.926  0.286
H 2.264 6.232 0.573  0.213
C 4.319 -1.975 2.337  0.971
C 5.668 -2.624 2.239  0.236
O 6.138 -2.085 3.450  -0.357
C 5.726 -0.803 3.466  0.560
O 6.266 0.134 3.988  -0.551
O 4.668 -0.652 2.679  -0.274
F 6.437 -2.220 1.167  -0.272
H 3.611 -2.541 2.942  -0.371
H 3.864 -2.001 1.347  -0.306
H 5.650 -3.714 2.280  0.436
C -4.945 5.883 2.426  -0.506
C -3.683 5.188 2.359  0.463
O -3.037 5.922 1.357  -0.179
C -3.442 7.131 1.356  0.557
O -2.899 8.010 0.724  -0.536
O -4.494 7.211 2.218  -0.346
F -3.919 3.925 2.027  -0.274
H -5.369 5.839 3.429  0.287
H -5.807 5.684 1.790  0.314
H -3.030 5.193 3.231  0.258
C -1.878 2.063 -7.287  -0.436
C -0.655 2.948 -7.437  0.305
O -0.152 3.193 -6.209  -0.296
C -0.612 2.228 -5.432  0.517
O -0.104 2.058 -4.351  -0.234
O -1.658 1.558 -6.038  -0.316
F -1.033 4.059 -8.102  -0.323
H -1.919 1.270 -8.034  0.254
H -2.797 2.632 -7.143  0.333
H 0.069 2.437 -8.071  0.252
C 3.306 3.136 -4.372  -0.626
C 3.048 1.911 -3.472  1.281
O 3.234 2.491 -2.228  -0.112
C 3.210 3.839 -2.269  0.356
O 3.162 4.555 -1.308  -0.502
O 3.009 4.252 -3.613  -0.346
F 3.806 0.832 -3.666  -0.302
H 2.851 3.331 -5.343  0.265
H 4.392 3.115 -4.461  0.438
H 1.988 1.660 -3.523  -0.185

Its charge is +1. As for the total energy: -146594.9803 eV. The frontier orbital gap (spin up / spin down) is 10.14 / 5.60 eV. As for the HOMO energy (spin up / spin down): -12.5 / -12.5 eV. Its LUMO energy (spin up / spin down) is -0.0881 / -0.2547 Eh. The spin multiplicity is 2.